(1)
A 2-piece molecular cluster, C16H32ClFNO4 overall in a non-equilibrium geometry. Source: OMol25; level of theory: ωB97M-V/def2-TZVPD.

Calculated values
- energy (hartree) = -1544.51816
- maximum force (eV Å⁻¹) = 6.394
- orbital gap (eV) = 6.56
- charge = -1
- HOMO (hartree) = -0.163

Each line ends with the Mulliken charge.
Atoms and positions in Å:
1 C 1.47 1.70 1.39  -0.94
2 C 3.01 1.19 1.46  -0.60
3 C 3.52 0.54 0.08  -0.16
4 C 2.89 -0.89 -0.30  -0.73
5 C 2.28 -1.74 0.91  -0.34
6 C 1.27 -2.83 0.24  -0.88
7 C -0.21 -2.18 0.05  -0.24
8 C -1.25 -3.42 -0.12  -0.70
9 C -2.65 -3.04 0.64  -0.63
10 C -3.33 -1.87 -0.22  -0.38
11 C -4.86 -1.56 0.17  -0.80
12 N -5.11 -0.15 0.61  -0.18
13 C -6.21 -0.27 1.66  -0.84
14 C -5.64 0.70 -0.48  0.76
15 F -7.00 0.30 -0.84  -0.29
16 Cl -5.64 2.50 -0.01  -0.20
17 C -4.78 0.61 -1.85  0.32
18 O -3.76 1.37 -1.93  -0.67
19 O -5.16 -0.24 -2.89  -0.75
20 H 0.80 0.88 1.83  0.21
21 H 1.40 2.64 2.04  0.33
22 H 1.17 2.00 0.32  0.25
23 H 3.66 2.10 1.69  0.34
24 H 3.10 0.46 2.33  0.36
25 H 4.66 0.48 0.08  0.27
26 H 3.20 1.27 -0.77  0.07
27 H 3.76 -1.52 -0.75  0.22
28 H 2.10 -0.85 -1.15  0.29
29 H 1.64 -1.16 1.65  0.25
30 H 3.11 -2.36 1.40  0.25
31 H 1.22 -3.78 0.88  0.45
32 H 1.65 -3.04 -0.83  0.22
33 H -0.21 -1.57 -0.92  0.22
34 H -0.51 -1.48 0.91  0.15
35 H -1.51 -3.44 -1.23  0.31
36 H -0.82 -4.42 0.24  0.40
37 H -3.32 -3.98 0.75  0.37
38 H -2.32 -2.68 1.69  0.22
39 H -3.34 -2.24 -1.32  0.23
40 H -2.76 -0.87 -0.18  0.21
41 H -5.12 -2.27 1.04  0.52
42 H -5.55 -1.84 -0.73  0.25
43 H -5.79 -0.56 2.68  0.27
44 H -6.86 0.68 1.71  0.30
45 H -6.93 -1.11 1.33  0.28
46 C 5.95 3.95 -0.60  -0.33
47 C 5.68 3.34 -1.97  -0.43
48 O 4.51 3.94 -2.53  -0.53
49 O 4.82 3.75 0.25  -0.45
50 H 6.83 3.49 -0.13  0.30
51 H 6.11 5.03 -0.68  0.26
52 H 5.48 2.27 -1.87  0.19
53 H 6.53 3.49 -2.65  0.35
54 H 4.73 4.85 -2.75  0.32
55 H 4.04 3.84 -0.32  0.33

***

(2)
C16H32CrN3O21Ti as an isolated structure in a non-equilibrium geometry. Source: OMol25; level of theory: ωB97M-V/def2-TZVPD.

Calculated values
- multiplicity = 8
- energy (hartree) = -4266.47432
- maximum force (eV Å⁻¹) = 7.661
- orbital gap (spin up / spin down) (eV) = 3.93 / 6.42
- expectation value of S² = 15.874
- HOMO (spin up / spin down) (hartree) = -0.270 / -0.327

Each line ends with the Löwdin spin population.
Atoms and positions in Å:
1 Cr 2.96 -6.97 4.67  4.09
2 Ti -1.23 -8.27 3.45  2.77
3 N 0.86 -9.23 5.95  0.01
4 O 0.07 -9.54 5.06  0.08
5 O 1.59 -8.26 5.79  0.04
6 O 0.98 -9.85 6.98  0.02
7 N 1.77 -8.70 1.92  0.01
8 O 2.05 -7.99 2.85  0.05
9 O 2.60 -9.16 1.10  0.01
10 O 0.57 -8.82 1.71  0.07
11 N 4.98 -9.55 4.18  0.01
12 O 5.13 -9.43 2.98  -0.02
13 O 4.22 -8.81 4.77  -0.09
14 O 5.74 -10.33 4.76  -0.05
15 C 4.51 -12.35 8.76  0.00
16 C 3.84 -12.32 7.30  0.00
17 O 3.68 -13.67 6.83  0.00
18 C 4.62 -14.17 6.08  0.00
19 O 5.73 -13.67 5.80  0.00
20 O 4.22 -15.36 5.77  0.00
21 C 5.05 -16.22 4.89  0.00
22 H 5.42 -12.93 8.87  0.00
23 H 3.82 -12.74 9.51  0.00
24 H 4.73 -11.36 9.15  0.00
25 H 4.41 -11.72 6.60  0.00
26 H 2.86 -11.84 7.27  0.00
27 H 4.56 -16.11 3.92  0.00
28 H 4.92 -17.26 5.21  0.00
29 H 6.07 -15.83 4.91  0.00
30 C -1.31 -10.67 9.33  0.00
31 C -2.10 -10.91 8.07  0.00
32 O -3.19 -9.99 8.34  0.00
33 C -4.49 -10.33 8.12  0.00
34 O -4.97 -11.39 7.73  0.00
35 O -5.16 -9.23 8.35  0.00
36 C -6.58 -9.11 8.13  0.00
37 H -0.84 -9.70 9.49  0.00
38 H -0.42 -11.29 9.36  0.00
39 H -1.74 -10.87 10.31  0.00
40 H -2.50 -11.93 8.06  0.00
41 H -1.62 -10.71 7.12  0.00
42 H -7.05 -9.43 7.19  0.00
43 H -6.77 -8.08 8.42  0.00
44 H -7.05 -9.68 8.93  0.00
45 C 2.24 -14.44 0.25  0.00
46 C 2.85 -15.17 1.57  0.00
47 O 3.74 -14.37 2.36  0.00
48 C 3.31 -13.38 3.16  0.00
49 O 4.08 -12.47 3.53  0.00
50 O 1.96 -13.45 3.52  0.00
51 C 1.20 -12.40 4.17  0.00
52 H 3.12 -14.29 -0.37  0.00
53 H 1.64 -13.54 0.42  0.00
54 H 1.50 -15.04 -0.29  0.00
55 H 3.61 -15.89 1.27  0.00
56 H 2.04 -15.56 2.19  0.00
57 H 1.64 -11.41 4.05  0.00
58 H 0.88 -12.60 5.19  0.00
59 H 0.21 -12.43 3.71  0.00
60 C -1.53 -3.42 8.31  0.00
61 C 0.02 -3.49 8.48  0.00
62 O 0.34 -4.59 9.31  0.00
63 C 0.95 -5.76 8.88  0.00
64 O 1.32 -5.99 7.76  0.00
65 O 1.02 -6.55 9.92  0.00
66 C 1.49 -7.90 9.81  0.00
67 H -1.72 -4.07 7.45  0.00
68 H -1.94 -2.43 8.16  0.00
69 H -1.99 -3.84 9.20  0.00
70 H 0.28 -2.57 9.02  0.00
71 H 0.62 -3.39 7.58  0.00
72 H 0.75 -8.54 9.35  0.00
73 H 1.41 -8.26 10.84  0.00
74 H 2.47 -7.90 9.33  0.00